[1]
{"formula": "C3H8N2OS", "method": "ωB97M-V/def2-TZVPD", "species": ["C", "C", "S", "N", "N", "H", "H", "H", "H", "H", "H", "C", "O", "H", "H"], "xyz": [[0.865, -0.895, 0.053], [0.536, -0.241, -1.278], [0.173, 1.464, -0.708], [0.613, 1.209, 0.928], [1.341, 0.060, 1.023], [0.006, -1.322, 0.584], [1.589, -1.799, -0.168], [1.309, -0.200, -2.069], [-0.278, -0.660, -1.800], [-0.188, 1.286, 1.632], [2.357, 0.411, 0.634], [-2.519, 0.513, 0.147], [-2.213, -0.338, 0.943], [-2.594, 1.646, 0.384], [-3.078, 0.208, -0.836]], "forces_ev_per_angstrom": [[0.668, -3.217, -0.268], [0.525, 1.251, 0.098], [-0.350, 0.669, -0.946], [-2.231, 1.518, 1.309], [5.394, 0.592, -1.033], [-0.253, -0.095, -0.872], [-1.037, 1.921, 0.909], [0.221, 0.003, 0.939], [-1.389, -0.619, -0.102], [1.287, -0.774, -1.582], [-2.696, -1.314, 1.470], [-2.210, 0.401, -0.476], [0.334, 0.631, -0.281], [0.502, -1.507, -0.221], [1.235, 0.541, 1.058]], "homo_ev": -8.251, "smiles": "C1CSNN1.C=O", "e_lumo_ev": 0.781, "relative_energy_ev": 4.019}

[2]
{"formula": "CH4OS2", "method": "ωB97M-V/def2-TZVPD", "species": ["C", "O", "H", "H", "S", "S", "H", "H"], "xyz": [[2.054, 3.330, -5.372], [0.887, 3.297, -4.940], [2.504, 2.626, -6.113], [2.856, 3.966, -4.923], [-0.823, -1.717, 1.455], [-0.734, -1.447, 3.420], [0.425, -1.974, 1.068], [-0.281, -0.338, 3.719]], "forces_ev_per_angstrom": [[-1.866, -0.525, 1.781], [3.486, 0.159, -1.650], [-0.888, 0.178, -0.039], [-0.731, 0.189, -0.093], [-0.585, 0.621, -1.352], [-1.282, -4.189, 1.058], [0.471, -0.144, 0.285], [1.395, 3.712, 0.010]], "homo_ev": -9.358, "smiles": "C=O.SS", "e_lumo_ev": 0.491, "relative_energy_ev": 1.137}

[3]
{"formula": "C6H8KN2O4S", "method": "ωB97M-V/def2-TZVPD", "species": ["K", "S", "O", "O", "O", "O", "C", "C", "N", "H", "H", "H", "N", "C", "C", "C", "C", "H", "H", "H", "H", "H"], "xyz": [[-0.751, -0.685, 1.215], [-2.036, -0.288, 4.654], [-2.062, 1.128, 5.100], [-3.125, -0.548, 3.651], [-0.743, -0.518, 3.908], [-2.121, -1.228, 5.786], [4.228, -1.506, -0.946], [2.849, -1.347, -0.467], [1.778, -1.207, -0.087], [4.220, -1.995, -1.917], [4.719, -2.128, -0.200], [4.685, -0.527, -1.051], [-0.908, 1.621, -0.999], [-2.174, 1.421, -1.489], [-2.061, 0.731, -2.666], [-0.674, 0.571, -2.927], [0.014, 1.097, -1.862], [-0.736, 2.009, -0.087], [-3.042, 1.730, -0.932], [-2.905, 0.407, -3.251], [-0.221, 0.083, -3.775], [1.066, 1.176, -1.657]], "forces_ev_per_angstrom": [[-0.471, -0.078, 1.361], [-0.178, 0.339, -0.339], [-0.125, -0.397, -0.085], [0.062, 0.049, -0.103], [0.809, -0.162, -0.824], [-0.055, 0.140, -0.160], [-0.730, -0.111, 0.267], [0.273, 0.141, -0.301], [-0.138, -0.018, 0.051], [0.037, -0.107, 0.030], [0.386, 0.110, -0.188], [0.161, -0.024, 0.167], [-0.420, 0.051, 0.260], [0.163, -0.367, 0.183], [-0.138, 0.373, 0.040], [0.204, -0.335, 0.094], [-0.153, 0.188, -0.138], [0.194, 0.247, -0.124], [0.000, 0.024, 0.032], [0.107, -0.013, -0.173], [-0.031, 0.006, -0.024], [0.043, -0.056, -0.025]], "homo_ev": -2.602, "total_charge": -1, "e_lumo_ev": 1.464, "relative_energy_ev": 1.375}

[4]
{"formula": "C4H9NOP", "method": "ωB97M-V/def2-TZVPD", "species": ["C", "N", "C", "C", "C", "O", "P", "H", "H", "H", "H", "H", "H", "H", "H", "H"], "xyz": [[-0.079, 0.018, 2.638], [-0.541, -0.135, 1.497], [-0.408, -0.540, 0.197], [-0.667, 0.633, -0.822], [0.117, 2.005, -0.423], [-0.100, -1.711, -0.312], [0.337, -2.753, -2.084], [-0.758, 0.364, 3.506], [1.007, -0.136, 2.877], [-0.520, 0.284, -1.835], [-1.629, 0.960, -0.725], [-0.520, 2.637, 0.168], [0.287, 2.459, -1.334], [1.133, 1.938, -0.099], [0.726, -3.759, -1.142], [1.617, -2.263, -2.108]], "forces_ev_per_angstrom": [[0.611, 0.490, 2.091], [-0.841, -2.398, -3.174], [0.888, 1.358, -1.963], [3.319, -0.054, 2.202], [-0.874, -2.301, -0.299], [-0.345, 0.888, 1.641], [-1.428, 0.637, 2.249], [0.986, -0.703, -1.501], [-0.874, 0.288, -0.279], [0.396, -0.023, -0.106], [-2.843, 0.280, 0.199], [0.042, 0.091, 0.450], [-0.175, 1.327, -2.109], [0.439, -0.605, 1.017], [-0.201, 0.191, -0.437], [0.899, 0.535, 0.019]], "homo_ev": -14.614, "total_charge": 1, "smiles": "C=[N+]=C(CC)OP", "e_lumo_ev": -5.560, "relative_energy_ev": 3.159}

[5]
{"formula": "C12H16N2O", "method": "ωB97M-V/def2-TZVPD", "species": ["C", "C", "C", "N", "C", "C", "C", "C", "C", "C", "H", "H", "H", "H", "H", "H", "H", "H", "H", "C", "C", "C", "N", "O", "H", "H", "H", "H", "H", "H", "H"], "xyz": [[3.033, 1.390, -0.116], [2.440, 0.021, 0.051], [2.783, -1.000, 0.852], [1.853, -2.080, 0.598], [0.957, -1.711, -0.390], [-0.165, -2.404, -0.825], [-1.000, -1.566, -1.635], [-0.470, -0.482, -2.282], [0.738, 0.138, -1.890], [1.406, -0.420, -0.854], [3.400, 1.359, -1.245], [3.683, 1.586, 0.759], [2.102, 2.153, 0.028], [3.500, -0.887, 1.669], [1.701, -2.686, 1.341], [-0.386, -3.394, -0.444], [-2.000, -1.897, -2.028], [-1.053, -0.163, -3.286], [1.011, 1.002, -2.524], [-3.207, 0.672, 0.177], [-1.734, 1.150, 0.179], [-1.504, 1.494, 1.671], [-0.761, 0.512, 2.386], [-2.090, 2.423, 2.300], [-3.744, 0.992, 1.021], [-3.020, -0.452, 0.064], [-3.927, 1.169, -0.393], [-0.997, 0.451, -0.213], [-1.589, 2.080, -0.316], [-0.788, 0.589, 3.431], [-0.170, -0.040, 1.912]], "forces_ev_per_angstrom": [[-2.150, 0.461, -0.667], [0.443, 0.584, -1.394], [-1.721, -0.169, -0.078], [2.215, 1.787, -0.204], [1.169, 0.204, 0.661], [-0.816, 2.234, -0.082], [-0.403, -3.085, -0.764], [-0.464, 1.633, -2.658], [-1.801, 0.630, -2.739], [-0.377, -1.325, 1.790], [-0.123, 0.959, 2.653], [0.371, 0.178, -1.185], [2.281, -1.510, -0.731], [-0.373, -0.870, -0.221], [-0.660, -1.446, 0.978], [-0.337, 0.181, -0.079], [1.156, -0.018, 0.686], [1.418, -0.233, 2.737], [0.294, -0.398, 0.922], [2.278, -2.347, -0.184], [-0.346, 1.267, 2.079], [-0.556, 0.226, 2.633], [-3.810, 4.240, 2.188], [1.820, -2.589, -2.135], [0.153, -0.507, 2.419], [-1.651, 1.458, 0.113], [-0.378, 0.238, -2.868], [-0.491, -0.011, 0.345], [-0.008, 0.824, -0.752], [0.389, -0.129, -1.772], [2.479, -2.470, -1.691]], "homo_ev": -8.326, "smiles": "Cc1c[nH]c2ccccc12.CCC(N)=O", "e_lumo_ev": 0.660, "relative_energy_ev": 2.919}

[6]
{"formula": "C3H3NO", "method": "ωB97M-V/def2-TZVPD", "species": ["O", "C", "C", "C", "N", "H", "H", "H"], "xyz": [[1.300, -1.004, -0.189], [0.956, -0.133, 0.592], [-0.342, 0.493, 0.430], [-0.746, -0.261, -1.018], [-1.509, -0.337, -0.051], [1.631, 0.230, 1.385], [-0.631, 1.422, 0.967], [-0.658, -0.411, -2.111]], "forces_ev_per_angstrom": [[0.553, -0.092, 0.613], [0.081, -0.548, 0.150], [-0.199, -0.005, -1.747], [-0.806, 2.338, 1.352], [0.121, -1.476, -0.200], [-0.060, -0.035, -0.041], [0.287, -0.488, -1.114], [0.022, 0.306, 0.986]], "homo_ev": -9.197, "smiles": "O=C[C@H]1C=N1", "e_lumo_ev": 0.454, "relative_energy_ev": 3.157}

[7]
{"formula": "C9H14", "method": "ωB97M-V/def2-TZVPD", "species": ["C", "C", "H", "H", "H", "H", "H", "H", "C", "C", "C", "C", "C", "C", "C", "H", "H", "H", "H", "H", "H", "H", "H"], "xyz": [[-0.628, -3.685, 0.043], [-0.772, -3.222, 1.498], [-0.351, -2.815, -0.540], [0.046, -4.560, 0.067], [-1.466, -4.209, -0.462], [0.217, -2.960, 1.886], [-1.327, -2.306, 1.748], [-1.132, -3.995, 2.193], [-0.849, 1.640, 1.374], [-0.517, 1.424, -1.069], [-0.024, 1.835, 0.166], [0.257, 1.494, -2.226], [1.335, 2.211, 0.284], [1.464, 2.223, -2.119], [1.970, 2.620, -0.900], [-1.419, 0.802, -1.173], [-0.061, 1.094, -3.188], [-0.734, 0.659, 1.902], [-1.918, 1.695, 0.985], [1.807, 2.134, 1.269], [2.040, 2.368, -3.033], [2.877, 3.234, -0.917], [-0.815, 2.318, 2.212]], "forces_ev_per_angstrom": [[-0.609, -0.993, 0.490], [0.008, -0.016, 0.982], [0.561, -0.333, -0.455], [0.655, 0.911, -0.316], [-0.390, 0.902, 0.611], [0.173, -0.152, -0.218], [-0.298, -0.289, -0.765], [-0.080, -0.017, -0.339], [-2.607, -1.009, 0.018], [-0.053, -0.774, -0.193], [0.167, -0.458, -0.142], [0.470, 0.228, 0.152], [-0.030, 0.200, 0.219], [0.170, 0.107, -0.527], [0.436, -0.208, -0.541], [-0.131, 0.664, 0.492], [-0.074, 0.056, 0.293], [0.135, 0.077, -0.593], [0.992, -0.301, 0.848], [-0.037, 0.603, -0.286], [0.017, 0.376, 0.124], [0.047, -0.421, 0.258], [0.480, 0.846, -0.112]], "homo_ev": [0.987, -3.992], "total_charge": -1, "s_squared": 0.7559, "spin_multiplicity": 2, "e_lumo_ev": [3.780, 3.580], "relative_energy_ev": 0.896}